Record 1
DFT (ωB97M-V with the def2-TZVPD basis set) results for C33H43BrCl7CsF10KMgN2O6S3 as an isolated structure at a distorted geometry.

Geometry as ORCA input:
```
! RIJCOSX wB97M-V def2-TZVPD def2/J DEFGRID3
* xyz 1 1
C -6.61 0.62 -1.36
C -6.16 -0.78 -1.77
C -7.32 -1.72 -2.13
C -7.08 -3.21 -1.88
N -6.63 -3.93 -3.12
C -5.22 -3.62 -3.41
C -4.74 -4.17 -4.74
C -3.60 -3.35 -5.36
C -2.23 -4.07 -5.39
N -2.05 -5.10 -4.36
C -1.63 -4.75 -3.09
O -0.84 -5.38 -2.44
O -2.30 -3.67 -2.61
C -1.53 -2.45 -2.46
C -1.03 -2.28 -1.03
C 0.39 -2.78 -0.76
C 1.53 -2.04 -1.40
F 1.54 -2.16 -2.76
F 2.69 -2.57 -0.95
C 1.63 -0.52 -1.10
F 2.68 0.00 -1.70
F 0.52 0.11 -1.55
F 1.71 -0.34 0.22
C -6.88 -5.29 -3.00
S -8.34 -5.92 -3.31
S -5.58 -6.46 -2.47
C -5.73 -6.67 -0.65
C -5.13 -5.51 0.17
C -4.09 -5.99 1.18
H -5.85 1.10 -0.76
H -7.53 0.59 -0.78
H -6.76 1.26 -2.23
H -5.48 -0.67 -2.62
H -5.58 -1.22 -0.96
H -7.65 -1.57 -3.16
H -8.16 -1.44 -1.49
H -8.02 -3.67 -1.59
H -6.33 -3.35 -1.10
H -5.15 -2.54 -3.45
H -4.59 -3.95 -2.58
H -4.41 -5.20 -4.66
H -5.61 -4.15 -5.41
H -3.50 -2.39 -4.85
H -3.86 -3.11 -6.39
H -1.43 -3.33 -5.38
H -2.14 -4.59 -6.34
H -1.39 -5.81 -4.67
H -2.20 -1.64 -2.72
H -0.71 -2.44 -3.18
H -1.16 -1.25 -0.72
H -1.70 -2.87 -0.41
H 0.47 -3.83 -1.04
H 0.57 -2.73 0.31
H -6.77 -6.85 -0.41
H -5.18 -7.59 -0.45
H -5.94 -4.98 0.66
H -4.64 -4.83 -0.52
H -3.10 -6.01 0.72
H -4.02 -5.29 2.01
H -4.32 -6.98 1.58
C 2.88 3.59 -0.33
F 2.10 3.28 -1.39
F 2.10 3.69 0.74
F 3.74 2.60 -0.14
S 3.73 5.18 -0.63
O 2.63 6.10 -0.80
O 4.50 4.97 -1.86
O 4.54 5.35 0.55
F -2.91 6.29 3.15
C -1.62 6.50 2.81
C -0.68 6.59 3.82
C 0.64 6.79 3.46
C 1.01 6.91 2.13
C 0.04 6.81 1.14
C -1.28 6.60 1.48
H -0.99 6.50 4.85
H 1.39 6.87 4.24
H 2.04 7.07 1.85
H 0.34 6.89 0.10
H -2.05 6.52 0.72
Cs -5.68 -8.21 -4.00
K 4.64 3.76 -3.56
C 6.00 6.96 3.19
Cl 6.53 7.56 4.82
Cl 4.25 6.89 3.18
Cl 6.66 7.95 1.94
H 6.39 5.95 3.09
Br 5.76 0.68 -2.09
F 11.28 4.01 9.67
C 10.46 4.67 8.84
C 10.28 6.03 9.02
C 9.44 6.71 8.15
C 8.79 6.02 7.13
C 8.99 4.65 6.97
C 9.83 3.97 7.83
H 10.80 6.54 9.82
H 9.29 7.77 8.27
H 8.14 6.55 6.45
H 8.49 4.12 6.17
H 10.01 2.91 7.72
Mg 4.82 7.05 6.54
C 2.04 -6.05 -5.14
Cl 1.59 -4.55 -4.34
Cl 1.95 -7.38 -3.98
Cl 0.89 -6.37 -6.47
Cl 3.66 -5.93 -5.79
O 13.81 4.05 8.02
H 12.94 3.94 8.43
*
```

Output
- Energy: -10652.36411 a.u.

Löwdin population analysis, charges in e, atoms 1 to 4: -0.101 -0.265 -0.175 -0.153

***

Record 2
DFT (ωB97M-V with the def2-TZVPD basis set) results for C33H43N5O8Sb2SiTi as an isolated structure at a distorted geometry.

Geometry as ORCA input:
```
! RIJCOSX wB97M-V def2-TZVPD def2/J DEFGRID3
* xyz 2 1
Ti -0.56 0.16 0.62
C 1.70 4.58 3.46
C 1.94 4.07 2.19
C 1.07 3.15 1.64
C -0.06 2.76 2.36
C -0.31 3.27 3.64
C 0.58 4.18 4.18
N -0.97 1.86 1.74
N -2.11 1.82 2.23
C -3.07 1.04 1.54
C -4.35 1.04 2.02
C -5.33 0.38 1.28
C -4.98 -0.21 0.08
C -3.65 -0.17 -0.32
N -2.70 0.43 0.39
H 2.39 5.29 3.89
H 2.81 4.39 1.63
H 1.27 2.73 0.66
H -1.18 2.95 4.19
H 0.41 4.57 5.17
H -4.57 1.55 2.94
H -6.36 0.36 1.63
H -5.72 -0.71 -0.54
H -3.35 -0.64 -1.25
C 4.38 1.16 -2.36
Sb 2.47 0.26 -2.73
C 2.45 0.64 -4.83
C 3.23 -1.78 -2.83
C 2.47 -2.53 -3.88
C 2.94 -2.58 -5.19
C 2.22 -3.18 -6.20
C 1.00 -3.77 -5.93
C 0.53 -3.76 -4.63
C 1.25 -3.15 -3.59
C 0.73 -3.29 -2.20
Sb -0.64 -1.80 -1.42
C -2.13 -3.21 -0.81
C -1.49 -1.12 -3.25
H 4.80 0.78 -1.43
H 4.30 2.24 -2.30
H 5.04 0.89 -3.19
H 3.37 0.28 -5.28
H 2.37 1.71 -4.98
H 1.60 0.15 -5.30
H 3.12 -2.21 -1.83
H 4.28 -1.69 -3.07
H 3.91 -2.13 -5.40
H 2.63 -3.21 -7.21
H 0.43 -4.26 -6.71
H -0.41 -4.26 -4.39
H 1.51 -3.40 -1.44
H 0.07 -4.16 -2.16
H -2.73 -3.48 -1.67
H -2.76 -2.81 -0.02
H -1.62 -4.09 -0.43
H -2.36 -1.73 -3.50
H -0.74 -1.24 -4.03
H -1.79 -0.07 -3.22
O -0.58 1.65 -1.15
H -1.35 1.77 -1.73
H -0.15 2.51 -1.08
C -0.59 -3.84 2.43
Si -1.07 -2.18 3.07
C -2.86 -2.04 3.50
C 0.01 -1.59 4.43
O -0.83 -1.06 1.76
H -0.13 -4.42 3.23
H 0.14 -3.76 1.62
H -1.46 -4.40 2.07
H -3.13 -2.85 4.18
H -3.50 -2.12 2.62
H -3.07 -1.10 4.01
H -0.31 -2.05 5.37
H -0.05 -0.50 4.57
H 1.06 -1.86 4.27
O 1.88 -1.84 0.51
C 2.03 -0.78 1.06
O 1.25 0.30 0.75
C 3.06 -0.55 2.11
C 2.90 0.44 3.07
C 3.87 0.57 4.04
C 4.99 -0.23 4.10
C 5.11 -1.20 3.12
C 4.16 -1.39 2.14
N 6.30 -2.09 3.14
O 7.05 -1.96 4.08
O 6.43 -2.84 2.21
N 3.68 1.61 5.08
O 2.61 2.18 5.09
O 4.59 1.81 5.84
H 2.05 1.10 3.07
H 5.74 -0.11 4.86
H 4.29 -2.18 1.41
*
```

Output
- Energy: -3777.89872 a.u.

Löwdin population analysis, charges in e, atoms 1 to 4: 0.836 -0.033 -0.039 -0.035

***

Record 3
DFT (ωB97M-V with the def2-TZVPD basis set) results for C33H44BCl2IrN7O as an isolated structure.

Geometry as ORCA input:
```
! RIJCOSX wB97M-V def2-TZVPD def2/J DEFGRID3
* xyz 1 1
Ir -0.30 0.00 0.00
C 4.58 2.42 -0.05
C 3.10 2.36 -0.25
C 2.22 3.34 -0.66
C 0.94 2.79 -0.61
N 1.07 1.50 -0.24
N 2.38 1.27 0.01
B 2.73 -0.03 0.75
N 1.82 -0.15 1.99
N 0.45 -0.16 1.94
C 0.00 -0.28 3.20
C 1.10 -0.34 4.06
C 2.22 -0.25 3.27
C 3.65 -0.27 3.69
C -1.45 -0.35 3.63
C -2.18 0.94 3.24
C -1.52 -0.48 5.15
C -2.13 -1.59 3.03
N 2.41 -1.18 -0.21
N 1.11 -1.40 -0.49
C 1.01 -2.61 -1.08
C 2.30 -3.11 -1.23
C 3.16 -2.20 -0.65
C 4.63 -2.26 -0.46
C -0.25 -3.41 -1.41
C -0.70 -3.19 -2.86
C 0.08 -4.90 -1.25
C -1.40 -3.10 -0.45
C -0.34 3.60 -0.79
C -0.78 3.66 -2.26
C -0.05 5.04 -0.33
C -1.48 3.08 0.08
H 4.95 3.40 -0.36
H 5.09 1.65 -0.63
H 4.84 2.28 1.00
H 2.49 4.36 -0.91
H 3.88 -0.04 1.06
H 1.08 -0.43 5.13
H 3.71 -0.36 4.77
H 4.16 0.65 3.40
H 4.19 -1.11 3.25
H -1.72 1.80 3.73
H -3.22 0.88 3.57
H -2.19 1.10 2.17
H -1.07 0.38 5.65
H -1.03 -1.39 5.50
H -2.57 -0.53 5.46
H -2.13 -1.57 1.94
H -3.17 -1.63 3.35
H -1.63 -2.50 3.37
H 2.59 -4.05 -1.66
H 5.03 -3.15 -0.94
H 4.89 -2.29 0.60
H 5.13 -1.39 -0.89
H 0.11 -3.42 -3.56
H -1.02 -2.17 -3.04
H -1.54 -3.85 -3.09
H 0.83 -5.24 -1.96
H -0.82 -5.48 -1.42
H 0.44 -5.12 -0.24
H -1.87 -2.14 -0.67
H -1.07 -3.11 0.59
H -2.17 -3.86 -0.56
H 0.03 4.04 -2.89
H -1.63 4.33 -2.36
H -1.08 2.69 -2.63
H 0.70 5.54 -0.96
H 0.30 5.07 0.70
H -0.97 5.63 -0.40
H -1.92 2.17 -0.32
H -2.28 3.83 0.12
H -1.15 2.90 1.11
Cl -5.28 -0.11 0.56
C -4.37 0.03 -0.89
C -5.04 0.13 -2.13
C -4.35 0.24 -3.30
Cl -5.20 0.36 -4.80
C -2.93 0.25 -3.31
C -2.10 0.36 -4.44
C -0.74 0.35 -4.29
C -0.18 0.25 -3.02
N -0.93 0.16 -1.94
C -2.29 0.15 -2.06
C -2.99 0.04 -0.83
O -2.28 -0.05 0.30
H -6.12 0.12 -2.13
H -2.56 0.43 -5.42
H -0.08 0.43 -5.15
H 0.89 0.25 -2.86
*
```

Output
- Energy: -2791.97275 a.u.

Löwdin population analysis, charges in e, atoms 1 to 4: 1.500 0.002 -0.241 0.045